No. 1
{"formula": "C36H66IN3O5P", "method": "ωB97M-V/def2-TZVPD", "total_charge": 1, "lumo_energy_ev": [-2.053, -2.056], "multiplicity": 3, "s_squared": 2.008, "gap_ev": [7.43, 8.68], "homo_ha": [-0.349, -0.395], "symbols": ["C", "C", "O", "C", "N", "C", "C", "C", "C", "C", "C", "C", "C", "C", "C", "O", "C", "C", "I", "C", "C", "C", "P", "O", "H", "H", "H", "H", "H", "H", "H", "H", "H", "H", "H", "H", "H", "H", "H", "H", "H", "H", "H", "H", "H", "H", "H", "H", "H", "H", "H", "H", "H", "H", "C", "C", "C", "C", "C", "C", "N", "O", "C", "C", "C", "H", "H", "H", "H", "H", "H", "H", "H", "H", "H", "H", "H", "H", "H", "H", "H", "H", "H", "C", "C", "C", "C", "C", "C", "N", "O", "C", "C", "C", "H", "H", "H", "H", "H", "H", "H", "H", "H", "H", "H", "H", "H", "H", "H", "H", "H", "H"], "coordinates": [[0.2869, -2.8803, -2.0255], [-0.5529, -2.9962, -3.3030], [-0.5314, -1.7786, -4.0782], [-1.6502, -0.9923, -4.0057], [-1.6288, -0.1824, -2.7060], [-1.1138, 1.2537, -2.8619], [0.1732, 1.3216, -3.6994], [1.1742, 2.2916, -3.1007], [1.6235, 3.3787, -3.8307], [2.5409, 4.2526, -3.2703], [3.0059, 4.0423, -1.9869], [2.5725, 2.9509, -1.2322], [3.0898, 2.7290, 0.1647], [1.6564, 2.0892, -1.8102], [-2.2083, 2.1516, -3.4226], [-3.4106, 2.0542, -2.6928], [-3.9063, 0.7421, -2.7253], [-5.3688, 0.7127, -2.2780], [-6.5160, 1.4826, -3.9224], [-5.6267, 1.4430, -0.9601], [-7.0830, 1.8207, -0.6813], [-2.9477, -0.1995, -1.9633], [-2.5836, 0.1348, -0.1828], [-2.1978, 1.5086, 0.1881], [0.9158, -1.9843, -2.0733], [-0.3269, -2.8327, -1.1218], [0.9608, -3.7306, -1.9157], [-1.5941, -3.2526, -3.0765], [-0.1652, -3.7721, -3.9611], [-1.6488, -0.2870, -4.8381], [-2.5837, -1.5676, -4.0146], [-0.9391, -0.6543, -2.1157], [-0.9101, 1.5860, -1.8394], [0.6353, 0.3318, -3.7751], [-0.0704, 1.6417, -4.7186], [1.2645, 3.5472, -4.8423], [2.8904, 5.1035, -3.8432], [3.7242, 4.7331, -1.5526], [2.7304, 3.5031, 0.8455], [2.7460, 1.7633, 0.5474], [4.1808, 2.7073, 0.1711], [1.3184, 1.2288, -1.2318], [-2.3972, 1.9434, -4.4874], [-1.8436, 3.1784, -3.3382], [-3.8763, 0.3886, -3.7715], [-5.6742, -0.3329, -2.1900], [-4.9787, 2.3189, -0.9017], [-5.3361, 0.7450, -0.1632], [-7.2209, 1.9919, 0.3884], [-7.3703, 2.7310, -1.2078], [-7.7621, 1.0124, -0.9724], [-3.3465, -1.2209, -2.0116], [-3.6780, -0.4142, 0.4920], [-1.5725, -0.8327, 0.0237], [7.7968, 2.8781, 4.3412], [7.4670, 1.9045, 3.1864], [8.6321, 0.9542, 2.8810], [9.8091, 1.6185, 2.1787], [9.3418, 2.3152, 0.9056], [8.2241, 3.3297, 1.1589], [7.1200, 2.6410, 1.9216], [6.3116, 1.9993, 1.1645], [8.7803, 4.5553, 1.8936], [7.6364, 3.8127, -0.1613], [6.2545, 1.0783, 3.5993], [8.7770, 2.6758, 4.7740], [7.7737, 3.9171, 4.0363], [7.0589, 2.7780, 5.1365], [8.2574, 0.1453, 2.2461], [8.9480, 0.4988, 3.8221], [10.3090, 2.3249, 2.8468], [10.5520, 0.8607, 1.9252], [10.1704, 2.8390, 0.4232], [8.9818, 1.5632, 0.1969], [7.9745, 5.2199, 2.2080], [9.4204, 5.1070, 1.2050], [9.3845, 4.3067, 2.7615], [7.3106, 2.9860, -0.7867], [8.4020, 4.3739, -0.6983], [6.7838, 4.4712, 0.0119], [5.3761, 1.7130, 3.7214], [6.4778, 0.6076, 4.5580], [6.0216, 0.3028, 2.8747], [-6.6830, -5.9143, 2.5143], [-5.2802, -5.2647, 2.5184], [-5.1518, -4.1729, 3.5894], [-5.9099, -2.8889, 3.2684], [-5.4850, -2.3507, 1.9056], [-5.6600, -3.3805, 0.7857], [-4.9554, -4.6439, 1.1893], [-3.7042, -4.6249, 0.9162], [-7.1506, -3.5794, 0.4853], [-4.9958, -2.9021, -0.4973], [-4.2512, -6.3532, 2.7955], [-7.3103, -5.5287, 3.3184], [-7.2127, -5.7740, 1.5794], [-6.5951, -6.9907, 2.6533], [-4.0909, -3.9324, 3.7097], [-5.4900, -4.5929, 4.5383], [-6.9894, -3.0564, 3.2971], [-5.6966, -2.1426, 4.0347], [-6.0601, -1.4567, 1.6439], [-4.4296, -2.0591, 1.9588], [-7.3019, -4.4095, -0.2054], [-7.5355, -2.6741, 0.0134], [-7.7491, -3.7544, 1.3742], [-3.9468, -2.6585, -0.3305], [-5.5196, -2.0121, -0.8557], [-5.0458, -3.6665, -1.2739], [-4.2406, -7.0912, 1.9934], [-4.5336, -6.8538, 3.7225], [-3.2476, -5.9525, 2.9076]]}

***

No. 2
{"formula": "C36H67NO12S4", "method": "ωB97M-V/def2-TZVPD", "total_charge": 0, "smiles": "CCCOOC(=O)OCCCCCCCCCCCCn1cccc1.O=S1(=O)CCCC1.O=S1(=O)CCCC1.O=S1(=O)CCCC1.O=S1(=O)CCCC1", "lumo_energy_ev": 0.228, "gap_ev": 7.23, "homo_ha": -0.257, "symbols": ["C", "C", "C", "O", "O", "C", "O", "O", "C", "C", "C", "C", "C", "C", "C", "C", "C", "C", "C", "C", "N", "C", "C", "C", "C", "H", "H", "H", "H", "H", "H", "H", "H", "H", "H", "H", "H", "H", "H", "H", "H", "H", "H", "H", "H", "H", "H", "H", "H", "H", "H", "H", "H", "H", "H", "H", "H", "H", "H", "H", "O", "S", "O", "C", "C", "C", "C", "H", "H", "H", "H", "H", "H", "H", "H", "O", "S", "O", "C", "C", "C", "C", "H", "H", "H", "H", "H", "H", "H", "H", "O", "S", "O", "C", "C", "C", "C", "H", "H", "H", "H", "H", "H", "H", "H", "O", "S", "O", "C", "C", "C", "C", "H", "H", "H", "H", "H", "H", "H", "H"], "coordinates": [[-4.1560, -7.4199, -2.0671], [-4.5529, -6.0453, -2.9250], [-3.2036, -5.2715, -3.4981], [-3.3492, -3.8127, -3.2670], [-3.2348, -3.1826, -4.4259], [-2.2041, -2.1051, -4.2560], [-0.9233, -2.5352, -4.1299], [-2.6020, -0.6889, -4.1796], [-2.0219, 0.1141, -5.2681], [-1.9641, 1.7411, -4.9481], [-3.4843, 2.4370, -4.9208], [-3.7505, 3.3636, -3.5944], [-3.6690, 4.9829, -3.8514], [-2.3656, 5.6803, -3.1099], [-2.7631, 6.4985, -1.7202], [-1.4881, 7.2960, -1.0641], [-0.6855, 6.4723, 0.1084], [-0.3836, 4.9520, -0.4254], [0.5897, 4.0542, 0.5408], [0.1649, 2.4833, 0.3411], [1.2642, 1.5799, -0.1724], [1.3307, 0.2758, 0.6233], [2.5181, -0.6780, -0.0300], [3.0787, 0.2823, -1.2552], [2.2439, 1.7064, -1.3193], [-2.9898, -7.3662, -1.8889], [-4.6901, -7.4636, -1.0266], [-4.4756, -8.4112, -2.6496], [-5.1980, -5.2838, -2.2722], [-5.2252, -6.4289, -3.8330], [-2.2015, -5.6569, -3.0131], [-3.0794, -5.4244, -4.6730], [-2.6332, -0.0213, -6.2806], [-0.9246, -0.2762, -5.5270], [-1.3149, 2.2436, -5.7927], [-1.5155, 1.8675, -3.8726], [-3.7423, 2.9549, -5.9456], [-4.2299, 1.5099, -4.8353], [-4.8625, 3.1357, -3.2437], [-3.0248, 3.1017, -2.7146], [-3.5638, 5.1373, -5.0261], [-4.7024, 5.4624, -3.5378], [-1.8267, 6.4594, -3.8359], [-1.5860, 4.8187, -2.9396], [-3.7017, 7.1948, -1.9206], [-3.1260, 5.7172, -0.8985], [-1.8752, 8.3318, -0.6516], [-0.7181, 7.5207, -1.9221], [-1.3823, 6.5087, 1.0753], [0.2920, 7.0980, 0.3711], [-1.4385, 4.3948, -0.4539], [0.1203, 5.0039, -1.5030], [0.3542, 4.3375, 1.6749], [1.7372, 4.2617, 0.3937], [-0.2135, 2.0649, 1.3918], [-0.7629, 2.3231, -0.3925], [0.6663, -0.0698, 1.5253], [2.8697, -1.7667, 0.2721], [3.9351, -0.0688, -1.9820], [2.3200, 2.6185, -2.0494], [6.3556, 0.2176, -0.2264], [6.5389, -0.8564, -1.1799], [6.0678, -0.7680, -2.5477], [8.2621, -1.3102, -1.1948], [8.3813, -2.3677, -0.1075], [7.1630, -3.2743, -0.2760], [5.9414, -2.3732, -0.4493], [8.8817, -0.4312, -1.0089], [8.4890, -1.7302, -2.1792], [9.3180, -2.9265, -0.1914], [8.3560, -1.8945, 0.8813], [7.2922, -3.8964, -1.1700], [7.0387, -3.9480, 0.5775], [5.1978, -2.8263, -1.1099], [5.4847, -2.1287, 0.5136], [-2.6925, -9.1691, 0.0505], [-2.3993, -8.8699, 1.4364], [-3.4280, -8.8349, 2.4567], [-1.0875, -9.9460, 1.9810], [0.1866, -9.1896, 1.6354], [-0.0727, -7.7375, 2.0340], [-1.4534, -7.3558, 1.5031], [-1.1634, -10.9118, 1.4786], [-1.1878, -10.0748, 3.0629], [1.0543, -9.6049, 2.1562], [0.3778, -9.2485, 0.5573], [-0.0613, -7.6519, 3.1274], [0.6995, -7.0669, 1.6444], [-1.9550, -6.6429, 2.1625], [-1.3941, -6.9483, 0.4901], [-5.6292, 6.4955, 1.4273], [-4.3601, 6.5353, 2.1228], [-3.1808, 5.8564, 1.6241], [-3.9474, 8.2381, 2.4477], [-4.5977, 8.5323, 3.7914], [-4.3194, 7.3087, 4.6630], [-4.6306, 6.0690, 3.8261], [-4.3197, 8.8732, 1.6421], [-2.8578, 8.3118, 2.5131], [-4.2002, 9.4482, 4.2383], [-5.6797, 8.6582, 3.6655], [-3.2620, 7.3012, 4.9542], [-4.9128, 7.3234, 5.5826], [-3.9730, 5.2347, 4.0831], [-5.6758, 5.7662, 3.9327], [6.0490, -2.6661, 2.8183], [4.7240, -2.2843, 3.2597], [3.5748, -2.3112, 2.3771], [4.3347, -3.2022, 4.7368], [4.8696, -2.3372, 5.8684], [4.4774, -0.9035, 5.5147], [4.8258, -0.6822, 4.0437], [4.7969, -4.1899, 4.6957], [3.2463, -3.2973, 4.7945], [4.4609, -2.6432, 6.8358], [5.9618, -2.4197, 5.9201], [3.3983, -0.7737, 5.6618], [4.9857, -0.1754, 6.1546], [4.1232, 0.0029, 3.5626], [5.8477, -0.3115, 3.9258]]}

***

These records have relative energy (zero: lowest compared OMol25 entry of this formula, charge and spin) values of 0.00; 1337.43 kJ/mol, in the order they appear.